No. 1
DFT (wB97M-V/def2-TZVPD) results for C17H30N2O8OsSSi as an isolated structure.

Geometry as XYZ:
```
60
Properties=species:S:1:pos:R:3:mulliken_spin:R:1
Os 0.240 -0.111 0.033 2.8693
O 5.030 -3.628 -0.020 0.0009
C 5.396 -2.359 -0.027 -0.0006
O 6.546 -2.001 -0.041 0.0003
C 4.301 -1.348 -0.016 -0.0169
C 4.508 0.022 -0.020 0.0277
N 3.307 0.613 -0.005 -0.0301
N 2.332 -0.301 0.007 0.0691
C 2.914 -1.489 0.001 -0.0152
C 1.965 -2.645 0.015 0.0311
O 2.400 -3.790 0.013 0.0208
O 0.751 -2.256 0.030 0.0436
H 4.039 -3.743 -0.008 0.0011
H 5.425 0.587 -0.031 0.0015
H 3.059 1.592 -0.002 -0.0171
C -0.079 3.157 -0.029 0.0982
C -1.517 2.712 -0.218 0.0473
C -1.949 2.977 -1.655 0.0052
C -2.381 3.470 0.776 0.0305
O -1.571 1.275 0.040 0.0123
Si -2.925 0.261 -0.117 -0.1329
S -1.893 -1.519 0.065 0.2005
O -4.019 0.654 1.019 0.0110
C -4.132 0.269 2.401 0.0107
C -4.714 -1.134 2.499 0.0049
C -2.804 0.364 3.141 -0.0079
C -5.117 1.267 3.007 -0.0013
O -3.552 0.540 -1.586 -0.0191
C -4.720 0.004 -2.233 0.0033
C -4.445 -1.424 -2.685 0.0080
C -4.942 0.894 -3.452 0.0005
C -5.949 0.063 -1.336 -0.0002
H 0.110 4.213 -0.256 0.0585
H 1.002 2.433 -1.103 0.5302
H 0.141 3.160 0.993 0.0311
H -1.740 4.021 -1.898 -0.0117
H -3.011 2.797 -1.794 0.0112
H -1.406 2.337 -2.351 0.0058
H -2.282 4.541 0.592 0.0005
H -2.069 3.262 1.799 -0.0048
H -3.431 3.197 0.674 0.0038
H -4.015 -1.879 2.115 0.0021
H -5.637 -1.201 1.922 -0.0013
H -4.936 -1.375 3.540 0.0006
H -2.096 -0.390 2.792 0.0025
H -2.970 0.206 4.207 -0.0016
H -2.354 1.348 3.003 0.0046
H -6.067 1.229 2.472 -0.0001
H -4.727 2.283 2.923 -0.0001
H -5.296 1.046 4.059 0.0003
H -3.503 -1.475 -3.231 -0.0004
H -5.252 -1.770 -3.334 0.0004
H -4.376 -2.105 -1.835 -0.0003
H -4.059 0.879 -4.094 0.0000
H -5.112 1.926 -3.141 0.0003
H -5.802 0.555 -4.029 0.0000
H -5.871 -0.637 -0.503 -0.0003
H -6.834 -0.199 -1.916 0.0000
H -6.080 1.064 -0.922 0.0001
O 0.795 1.724 0.035 0.1119
```

Calculated values
- E_LUMO (alpha / beta) (eV) = -0.48 / -1.38
- Kohn-Sham gap (alpha / beta) (eV) = 6.626 / 7.583
- multiplicity = 5
- charge = 0

=====

No. 2
DFT (wB97M-V/def2-TZVPD) results for an isolated ion of composition C27H29N2O2 and charge +1.

Geometry as XYZ:
```
60
Properties=species:S:1:pos:R:3:mulliken_charge:R:1
C -3.148 1.368 -1.984 -1.1137
O -1.918 0.594 -1.739 -0.2687
C -1.823 -0.643 -2.312 1.3429
C -2.983 -1.337 -2.709 -0.7589
C -2.846 -2.577 -3.305 -1.0818
C -1.609 -3.123 -3.585 -0.7288
C -0.446 -2.367 -3.278 0.8803
O 0.797 -2.830 -3.596 -0.4129
C 0.855 -4.233 -3.991 -0.9754
C -0.547 -1.148 -2.560 -0.3657
N 0.634 -0.419 -2.129 0.7356
C 1.700 0.032 -2.948 -0.3396
C 2.300 1.062 -2.296 -0.8104
N 1.730 1.068 -1.012 0.2441
C 2.329 1.888 0.005 -0.6928
C 0.797 0.113 -0.855 -0.4600
C 0.317 -0.020 0.969 -0.3445
C 1.383 -0.308 1.935 0.7930
C 2.394 -1.254 1.614 -0.5771
C 3.541 -1.385 2.402 -0.9271
C 3.719 -0.578 3.552 1.0322
C 4.997 -0.586 4.348 -1.3803
C 2.679 0.262 3.946 -1.0330
C 1.514 0.356 3.199 -0.3712
C -0.858 0.790 1.368 1.2411
C -2.180 0.334 1.152 -0.2063
C -3.285 1.136 1.400 -1.1064
C -3.106 2.451 1.829 1.2965
C -4.274 3.374 2.065 -1.4267
C -1.818 2.896 2.129 -1.4751
C -0.711 2.079 1.912 -0.3725
H -2.891 2.397 -1.690 0.2666
H -3.461 1.326 -3.058 0.4466
H -4.006 1.027 -1.347 0.3512
H -3.968 -0.894 -2.537 0.4315
H -3.741 -3.141 -3.569 0.3801
H -1.509 -4.101 -4.062 0.3875
H 1.937 -4.480 -4.031 0.2612
H 0.352 -4.889 -3.234 0.4274
H 0.374 -4.420 -4.969 0.3596
H 1.858 -0.346 -3.950 0.5106
H 3.050 1.831 -2.549 0.4379
H 1.629 2.083 0.822 0.1892
H 3.249 1.391 0.414 0.3152
H 2.650 2.838 -0.471 0.3650
H 0.106 -0.860 0.267 0.0106
H 2.241 -1.862 0.729 0.4811
H 4.295 -2.131 2.153 0.4190
H 5.098 0.377 4.877 0.3822
H 5.074 -1.380 5.112 0.2705
H 5.877 -0.707 3.693 0.3677
H 2.771 0.819 4.900 0.3517
H 0.673 0.930 3.584 0.7073
H -2.305 -0.699 0.841 0.5118
H -4.314 0.719 1.359 0.3743
H -3.979 4.199 2.730 0.3640
H -4.646 3.823 1.131 0.2667
H -5.129 2.842 2.507 0.3624
H -1.691 3.859 2.651 0.2936
H 0.276 2.449 2.171 0.3704
```

Calculated values
- SMILES string = COc1cccc(OC)c1-n1cc[n+](C)c1C(c1ccc(C)cc1)c1ccc(C)cc1
- E_LUMO (eV) = -2.72
- Kohn-Sham gap (eV) = 8.422
- multiplicity = 1
- energy relative to the best compared isomer or geometry (same formula, charge and spin) (eV) = 3.046
- charge = +1

=====

No. 3
DFT (wB97M-V/def2-TZVPD) results for a 2-piece molecular cluster, C2H7ClN3 overall.

Geometry as XYZ:
```
13
Properties=species:S:1:pos:R:3:mulliken_charge:R:1
C 0.816 0.394 -0.016 -0.0729
C 2.240 0.108 -0.462 0.0364
N 1.145 1.588 0.364 0.0937
N 2.471 1.475 0.190 -0.3567
N -1.688 -1.350 0.311 -0.7835
Cl 3.237 -1.196 0.121 -0.0626
H -0.115 -0.315 -0.071 0.5303
H 2.416 0.339 -1.595 0.3305
H 0.489 2.285 0.675 0.2587
H 3.210 1.979 -0.230 0.2770
H -1.867 -2.271 -0.003 0.2300
H -2.021 -0.762 -0.439 0.3031
H -2.179 -1.079 1.134 0.2159
```

Calculated values
- E_LUMO (eV) = -4.82
- Kohn-Sham gap (eV) = 9.592
- multiplicity = 1
- energy relative to the best compared isomer or geometry (same formula, charge and spin) (eV) = 4.112
- charge = +1

=====

Asked for electronic energy across the records above, the calculation gives -58655.2276; -35535.3607; -19169.9690 eV in order.